[1]
18
Properties=species:S:1:pos:R:3 method="wB97M-V/def2-TZVPD" spin_multiplicity=1 total_charge=-1 max_force_ha_per_bohr=0.1169 de_lowest_kcal_mol=42.51
C 1.11 -1.52 0.73
C 1.52 -0.73 -0.57
O 0.51 -0.25 -1.19
O 2.72 -0.52 -0.78
C 0.83 -0.37 1.91
S -0.95 0.35 1.83
S -1.00 2.13 1.19
C -0.85 2.43 -0.54
H 0.13 -2.13 0.37
H 1.91 -2.26 0.88
H 1.63 0.41 1.59
H 0.81 -0.74 2.88
H -0.01 3.13 -0.86
H -0.44 1.44 -0.94
H -1.66 2.84 -1.12
H -1.47 -1.60 -1.35
H -2.46 -1.00 -2.33
O -2.34 -1.61 -1.71

[2]
41
Properties=species:S:1:pos:R:3 method="wB97M-V/def2-TZVPD" spin_multiplicity=1 total_charge=0 max_force_ha_per_bohr=0.0126 de_lowest_kcal_mol=3.23 smiles="CCO[C@@H]1OC(C(=O)O)=C[C@H](C2CC2)[C@H]1CCCO"
C -0.61 -4.60 -0.01
C 0.22 -3.43 -0.51
O -0.38 -2.23 -0.02
C 0.23 -1.07 -0.46
O 1.56 -1.07 0.02
C 2.20 0.14 0.01
C 3.66 0.01 0.26
O 4.25 -1.03 0.37
O 4.27 1.20 0.35
C 1.60 1.31 -0.23
C 0.12 1.43 -0.44
C -0.38 2.68 0.26
C -1.45 3.53 -0.35
C -0.04 4.02 -0.32
C -0.57 0.14 0.06
C -2.04 0.03 -0.36
C -3.01 0.57 0.69
C -4.47 0.42 0.26
O -4.93 -0.91 0.32
H -0.16 -5.53 -0.35
H -1.62 -4.53 -0.39
H -0.63 -4.60 1.07
H 1.25 -3.49 -0.14
H 0.24 -3.40 -1.61
H 0.27 -1.04 -1.57
H 5.22 1.06 0.51
H 2.19 2.21 -0.25
H -0.08 1.54 -1.51
H -0.36 2.60 1.34
H -1.87 3.23 -1.30
H -2.17 4.00 0.30
H 0.22 4.82 0.35
H 0.51 4.04 -1.25
H -0.50 0.10 1.15
H -2.19 0.55 -1.30
H -2.25 -1.03 -0.51
H -2.81 1.63 0.86
H -2.86 0.04 1.63
H -5.12 0.98 0.93
H -4.60 0.82 -0.76
H -4.32 -1.47 -0.16

[3]
16
Properties=species:S:1:pos:R:3 method="wB97M-V/def2-TZVPD" spin_multiplicity=1 total_charge=0 max_force_ha_per_bohr=0.0774 de_lowest_kcal_mol=32.32 smiles=COC(C)(Cl)OC
C -1.39 -0.45 0.94
O 0.00 -0.58 1.11
C 0.64 -0.34 -0.08
C 0.42 -1.55 -1.05
Cl 2.42 -0.41 0.41
O 0.30 0.78 -0.62
C 0.38 2.02 0.05
H -1.89 -1.45 1.02
H -1.59 0.09 0.02
H -1.74 0.45 1.64
H 1.20 -1.66 -1.83
H 0.50 -2.56 -0.58
H -0.61 -1.32 -1.54
H -0.40 2.02 0.76
H 0.36 2.82 -0.71
H 1.40 2.15 0.47

[4]
145
Properties=species:S:1:pos:R:3 method="wB97M-V/def2-TZVPD" spin_multiplicity=1 total_charge=0 max_force_ha_per_bohr=0.0402 smiles="CCCCCCCCC[C@](C#N)([PH2]=O)[C@H](C#N)[C@@H](I)CC.CNC(C)=O.CNC(C)=O.CNC(C)=O.CNC(C)=O.CNC(C)=O.CNC(C)=O.CNC(C)=O.CNC(C)=O"
C 7.66 -0.91 5.19
C 6.56 -1.30 4.17
C 6.78 -0.53 2.85
C 5.89 -0.99 1.67
C 5.80 -2.54 1.54
C 4.43 -2.99 2.15
C 4.44 -4.46 2.57
C 3.06 -5.05 3.03
C 1.85 -4.10 2.98
C 1.69 -3.11 4.19
C 2.88 -3.19 5.08
N 3.83 -3.43 5.68
P 0.29 -3.72 5.26
O 0.10 -2.91 6.48
C 1.58 -1.60 3.69
C 2.29 -0.72 4.68
N 2.56 -0.06 5.57
C 0.19 -1.02 3.33
I -1.02 -2.26 2.06
C -0.68 -0.53 4.53
C -1.66 0.57 3.96
H 7.44 0.04 5.70
H 8.65 -0.88 4.72
H 7.70 -1.67 5.98
H 6.60 -2.39 4.03
H 5.59 -1.01 4.61
H 7.85 -0.61 2.59
H 6.59 0.53 3.07
H 6.35 -0.61 0.75
H 4.90 -0.54 1.82
H 6.63 -3.06 2.03
H 5.75 -2.74 0.47
H 4.23 -2.31 2.99
H 3.69 -2.82 1.35
H 5.15 -4.63 3.39
H 4.82 -5.04 1.73
H 3.17 -5.55 4.00
H 2.83 -5.87 2.33
H 1.79 -3.56 2.03
H 0.95 -4.75 2.97
H 0.73 -5.01 5.67
H -0.89 -3.92 4.52
H 2.19 -1.55 2.78
H 0.39 -0.12 2.74
H -0.09 -0.04 5.30
H -1.32 -1.34 4.89
H -2.70 0.40 4.27
H -1.32 1.54 4.34
H -1.62 0.64 2.87
C 3.26 -1.00 -3.32
N 2.41 -1.14 -2.15
C 2.50 -0.48 -0.96
C 3.62 0.51 -0.78
O 1.67 -0.70 -0.09
H 2.63 -0.70 -4.16
H 3.72 -1.96 -3.56
H 4.04 -0.26 -3.17
H 1.65 -1.79 -2.19
H 3.54 0.95 0.21
H 4.58 0.01 -0.87
H 3.54 1.30 -1.53
C 1.28 -2.41 -9.16
N 2.19 -2.64 -8.05
C 2.01 -2.34 -6.74
C 0.72 -1.68 -6.34
O 2.87 -2.59 -5.91
H 1.04 -3.37 -9.63
H 1.78 -1.78 -9.90
H 0.37 -1.93 -8.83
H 3.08 -3.08 -8.24
H 0.73 -1.52 -5.26
H 0.58 -0.72 -6.83
H -0.12 -2.34 -6.57
C -6.37 -1.20 1.50
N -5.24 -2.01 1.06
C -5.23 -3.08 0.24
C -6.55 -3.55 -0.32
O -4.18 -3.65 -0.03
H -6.21 -0.17 1.19
H -6.43 -1.23 2.59
H -7.30 -1.56 1.08
H -4.32 -1.76 1.40
H -6.38 -4.41 -0.95
H -7.23 -3.83 0.49
H -7.01 -2.76 -0.92
C -9.83 3.86 3.15
N -8.61 3.09 3.03
C -8.43 1.89 2.42
C -9.63 1.24 1.78
O -7.33 1.36 2.41
H -9.69 4.83 2.68
H -10.05 4.01 4.21
H -10.67 3.36 2.68
H -7.77 3.46 3.43
H -9.33 0.29 1.35
H -10.40 1.04 2.53
H -10.04 1.87 0.99
C 8.80 4.28 5.89
N 9.23 3.39 4.83
C 10.02 2.28 4.92
C 10.53 1.89 6.28
O 10.28 1.64 3.92
H 7.71 4.29 5.93
H 9.16 5.29 5.68
H 9.19 3.97 6.85
H 8.93 3.59 3.89
H 11.13 0.99 6.19
H 11.15 2.69 6.70
H 9.69 1.68 6.95
C -2.70 2.45 -6.31
N -1.52 1.89 -6.96
C -1.47 0.94 -7.92
C -2.77 0.38 -8.43
O -0.38 0.56 -8.35
H -2.71 3.53 -6.47
H -2.63 2.25 -5.24
H -3.62 2.02 -6.69
H -0.61 2.22 -6.67
H -2.56 -0.37 -9.19
H -3.32 -0.10 -7.62
H -3.38 1.17 -8.87
C -2.88 -0.22 -0.79
N -3.29 0.49 -1.99
C -3.67 1.78 -2.12
C -3.70 2.63 -0.87
O -3.99 2.23 -3.22
H -1.86 -0.60 -0.92
H -3.55 -1.07 -0.63
H -2.91 0.42 0.08
H -3.30 -0.02 -2.86
H -4.02 3.63 -1.14
H -4.39 2.21 -0.14
H -2.70 2.69 -0.44
C -5.42 6.39 -6.32
N -6.52 6.30 -5.37
C -6.80 5.29 -4.50
C -5.87 4.10 -4.48
O -7.77 5.38 -3.77
H -4.82 7.28 -6.09
H -5.82 6.48 -7.33
H -4.78 5.51 -6.27
H -7.18 7.06 -5.33
H -6.22 3.39 -3.74
H -5.87 3.61 -5.45
H -4.87 4.41 -4.21

| no. | Kohn-Sham gap (eV) |
| --- | --- |
| 1 | 7.9 |
| 2 | 9.9 |
| 3 | 11.1 |
| 4 | 9.6 |